The following is a quantum chemistry calculation of the ion C10H19BrF6N4O2PS with charge +1, from the OMol25 dataset.

Structure (XYZ):
```
44
C10H19BrF6N4O2PS wB97M-V/def2-TZVPD
N 3.02229 -3.75020 0.24845
P 2.75057 -2.34411 0.82723
C 1.22572 -1.45442 0.19895
N 0.47352 -0.82824 1.36462
C -0.55492 0.26507 1.09539
C -1.95318 -0.36838 0.92470
C -2.07121 -1.50618 -0.10021
O -1.63384 -2.73852 0.46915
C -3.50973 -1.63948 -0.60160
F -4.35009 -1.69122 0.45273
F -3.85289 -0.58830 -1.35929
F -3.68158 -2.74701 -1.31856
C -0.01681 1.29404 0.03251
S -0.99129 1.42691 -1.51277
C 0.04774 2.68037 0.69486
O -1.29836 3.12781 0.88386
C -1.51351 4.45948 0.68524
F -1.36742 4.79984 -0.60309
F -0.64559 5.20959 1.38891
F -2.73829 4.72985 1.06655
N 1.30060 0.94302 -0.51512
Br 2.72690 1.33646 0.67257
C 1.39404 -0.44290 -0.96159
C 2.62391 -0.70220 -1.85154
N 2.77019 0.23869 -2.95543
H 2.36777 -4.11506 -0.43122
H 2.49252 -2.28695 2.22209
H 3.81044 -1.43611 0.72617
H 0.60259 -2.28828 -0.14011
H 1.15452 -0.48105 2.04329
H -0.03348 -1.60150 1.80719
H -0.62540 0.82334 2.03629
H -2.69109 0.42516 0.76890
H -2.20954 -0.80833 1.90130
H -1.43620 -1.32010 -0.96816
H -2.24002 -3.00024 1.17877
H -2.18153 1.72272 -0.97950
H 0.62034 3.36372 0.06361
H 0.48211 2.61004 1.69662
H 0.53526 -0.57065 -1.63419
H 3.54424 -0.66497 -1.26529
H 2.50770 -1.70901 -2.26888
H 3.26049 1.07350 -2.65179
H 1.87256 0.54654 -3.31568
```

Output
Highest occupied orbital energy, eV: -12.58
Gap between HOMO and LUMO, eV: 8.8541
SMILES: N=[PH2][C@H]1[NH2+][C@H](C[C@@H](O)C(F)(F)F)[C@@](S)(COC(F)(F)F)N(Br)[C@H]1CN
Charge: +1
2S+1: 1


The following is a quantum chemistry calculation of a cluster of 2 separate species, C4H12 in total, from the OMol25 dataset.

Structure (XYZ):
```
16
C4H12 wB97M-V/def2-TZVPD
C 1.24707 1.15802 -1.58431
C -0.06133 0.37734 -1.68258
H 1.87176 0.80685 -0.70541
H 1.80491 1.18997 -2.59143
H 1.15389 2.24546 -1.54185
H -0.27052 0.17482 -2.67674
H 0.02412 -0.68793 -1.21319
H -0.89701 1.00212 -1.23825
C -0.08143 -0.51132 2.11534
C -1.13551 -1.06501 1.18853
H 0.87234 -1.08650 1.84111
H 0.21931 0.61243 1.98900
H -0.43631 -0.73887 3.11467
H -1.73447 -0.13835 0.95312
H -1.92683 -1.71090 1.61659
H -0.64997 -1.62814 0.41541
```

Output
Highest occupied orbital energy, eV: -10.93
Gap between HOMO and LUMO, eV: 12.0577
SMILES: CC.CC
Charge: 0
2S+1: 1


The following is a quantum chemistry calculation of the ion C7H11N2 with charge +1, from the OMol25 dataset.

Structure (XYZ):
```
20
C7H11N2 wB97M-V/def2-TZVPD
C 1.50183 0.85640 0.62880
C 2.28757 1.89747 0.31195
C 0.78696 1.84273 -1.39624
C -0.19957 -1.45305 0.41094
C -0.35890 -0.24057 -0.44571
C -1.59527 -1.63430 1.31618
C -1.48354 -0.36742 -1.35200
N 0.55345 0.72906 -0.41370
N 1.85019 2.41089 -0.93464
H 1.61905 0.19652 1.40377
H 3.05073 2.39706 0.92401
H 0.05378 -2.29677 -0.18803
H 0.57935 -1.21168 1.15369
H -2.21842 -0.74331 1.41373
H -1.25136 -1.80652 2.29797
H -2.07575 -2.54629 0.97240
H -1.35140 0.28717 -2.23277
H -2.39535 -0.09477 -0.82479
H -1.54439 -1.44409 -1.66780
H 2.19104 3.22146 -1.37777
```

Output
Highest occupied orbital energy, eV: -13.72
Gap between HOMO and LUMO, eV: 8.4599
Charge: +1
2S+1: 1


The following is a quantum chemistry calculation of the molecule C2H2FN3S, from the OMol25 dataset.

Structure (XYZ):
```
9
C2H2FN3S wB97M-V/def2-TZVPD
F 0.31550 2.03004 -0.16361
C -0.16672 0.77813 0.12133
S 1.13746 -0.38347 0.57282
C -0.95655 0.05663 -0.88280
N -2.00694 -0.45405 -0.38768
N -2.03340 -0.12107 0.95898
N -1.07224 0.57174 1.31264
H 1.27106 0.44003 1.54133
H -0.65431 0.07190 -1.99873
```

Output
Highest occupied orbital energy, eV: -10.47
Gap between HOMO and LUMO, eV: 9.5178
SMILES: F[C@]1(S)C=NN=N1
Charge: 0
2S+1: 1


The following is a quantum chemistry calculation of a cluster of 14 separate species, C37H94N16O30P in total, from the OMol25 dataset.

Structure (XYZ):
```
178
C37H94N16O30P wB97M-V/def2-TZVPD
C 5.09150 0.76389 7.24910
C 6.20588 1.70362 6.74695
O 5.93446 3.03444 7.16296
C 5.49959 3.88917 6.13088
C 4.19823 3.49938 5.44601
O 3.15010 3.28359 6.37175
C 2.14693 2.44487 5.80455
C 1.42581 3.09406 4.62702
O 0.24737 2.43804 4.26300
C 0.48722 1.14057 3.67474
P 0.01602 1.22635 1.78497
N -1.69614 1.70188 2.29492
C -0.58669 -0.58263 1.74140
C 0.11291 -1.60591 0.81988
C -0.43647 -1.74158 -0.62063
C 0.43913 -1.13892 -1.73350
N 1.87388 -1.09151 -1.42401
C -0.51149 1.58239 -0.05906
C -0.95052 3.04006 -0.31600
C -2.26659 3.13337 -1.11596
C -3.48833 2.59185 -0.38708
C -4.08577 3.59404 0.62764
C -5.62814 3.59146 0.55290
C -6.27988 2.69314 1.60496
C -7.80070 2.82209 1.54538
C -8.49594 2.15884 2.71116
O -8.11108 0.79553 2.84316
C -9.04984 0.09180 3.63757
N 1.75007 0.78599 1.33373
C 2.67816 1.61926 1.31201
C 3.95066 1.35446 2.13363
C 2.74902 2.87118 0.45629
H 4.56753 0.29377 6.42279
H 5.50194 0.01565 7.92087
H 4.36149 1.35493 7.78930
H 7.18071 1.37351 7.09570
H 6.23983 1.61271 5.66177
H 6.26646 3.89006 5.34455
H 5.42783 4.91685 6.47824
H 3.96703 4.28739 4.72519
H 4.36690 2.58002 4.87478
H 1.39580 2.31951 6.58224
H 2.54057 1.45444 5.57063
H 1.13600 4.09077 4.97068
H 2.06240 3.24731 3.74721
H -0.15437 0.45378 4.22988
H 1.52273 0.82511 3.81521
H 0.36718 2.63766 1.87206
H -1.98339 1.21025 3.13400
H -1.74476 2.69586 2.48447
H -1.62968 -0.54720 1.42707
H -0.62272 -1.03800 2.73273
H 1.19636 -1.59344 0.84489
H -0.14561 -2.58262 1.25006
H -1.44837 -1.34073 -0.61683
H -0.55705 -2.80253 -0.84584
H 0.32345 -1.77699 -2.61586
H 0.06007 -0.17588 -2.05681
H 2.18149 -0.12918 -1.38895
H 2.39395 -1.61904 -2.10682
H 0.40020 1.42984 -0.63291
H -1.32256 0.93617 -0.38669
H -0.19741 3.50253 -0.96000
H -0.98980 3.65897 0.58414
H -2.41429 4.18960 -1.36832
H -2.12009 2.55738 -2.03251
H -4.22044 2.30915 -1.14529
H -3.26137 1.67227 0.14612
H -3.80840 3.22091 1.60877
H -3.70028 4.59176 0.42782
H -5.98528 3.27638 -0.43073
H -6.00034 4.60538 0.68825
H -5.99380 1.66921 1.37174
H -5.88917 2.98890 2.57749
H -8.05506 3.87818 1.61657
H -8.20908 2.44409 0.61434
H -8.29975 2.70519 3.64156
H -9.57746 2.19329 2.53304
H -9.53716 0.75572 4.34981
H -8.56068 -0.69807 4.20794
H -9.76977 -0.38778 2.97419
H 4.43743 2.28230 2.44025
H 4.65996 0.85500 1.46210
H 3.75848 0.66079 2.94367
H 2.83057 2.65890 -0.60840
H 3.61031 3.47348 0.74799
H 1.88121 3.51427 0.59969
C 8.95088 -2.05488 6.41862
N 7.80868 -1.72231 5.52282
O 7.03171 -2.61331 5.24625
O 7.73960 -0.57255 5.13541
H 8.88586 -3.10336 6.68442
H 9.86528 -1.84464 5.87210
H 8.86958 -1.42252 7.29788
C 5.37648 -2.40989 -0.86124
N 5.29146 -1.88982 -2.25024
O 6.14261 -1.10939 -2.62864
O 4.35752 -2.28510 -2.92563
H 6.24583 -1.97863 -0.38354
H 4.46009 -2.11473 -0.35012
H 5.45810 -3.48198 -0.92545
C 3.62209 -3.39035 -5.90450
N 2.84664 -3.75623 -7.11884
O 1.70864 -4.15923 -6.98252
O 3.40813 -3.63404 -8.19767
H 3.00069 -3.55170 -5.03205
H 4.50544 -4.02999 -5.88435
H 3.89926 -2.34407 -5.99350
C -7.66898 -0.60399 -1.73265
N -7.74482 0.87913 -1.63576
O -8.84800 1.38499 -1.53258
O -6.69023 1.47735 -1.66493
H -8.67555 -1.00341 -1.69253
H -7.18795 -0.84412 -2.67601
H -7.07449 -0.95328 -0.89326
C -9.23021 7.67697 0.76854
N -8.18383 6.61747 0.80614
O -7.32417 6.70736 1.65988
O -8.27285 5.73547 -0.02480
H -9.02743 8.38937 1.55964
H -9.17967 8.15038 -0.20730
H -10.19027 7.19125 0.91514
C 3.63609 1.87296 11.12350
N 4.80333 0.97343 11.33880
O 5.47675 1.14185 12.33927
O 5.00082 0.13345 10.48646
H 3.58082 2.56921 11.95189
H 3.79619 2.39320 10.18245
H 2.74891 1.24895 11.07508
C 7.53170 -6.05221 -7.28294
N 6.92274 -5.85661 -5.94022
O 6.15651 -4.91558 -5.80742
O 7.22343 -6.64617 -5.07363
H 7.16751 -5.27153 -7.94175
H 8.60974 -5.99150 -7.16778
H 7.23043 -7.03425 -7.63677
C -12.86729 -0.84709 6.29267
N -12.58550 0.07929 5.16110
O -12.10251 -0.39406 4.15250
O -12.86021 1.25097 5.33289
H -12.57357 -1.84797 5.99922
H -12.28998 -0.50403 7.14588
H -13.93215 -0.79549 6.49814
C 8.87293 -5.61077 0.35399
N 7.74352 -4.68270 0.07143
O 7.31177 -4.65491 -1.06676
O 7.33585 -4.02186 1.00360
H 9.12806 -6.13057 -0.56197
H 9.70520 -5.01105 0.70983
H 8.53883 -6.30507 1.11900
C 1.06359 -3.25084 -10.25480
N 0.59723 -2.40910 -11.39211
O 0.12958 -2.97517 -12.36857
O 0.71523 -1.20915 -11.27438
H 0.89483 -4.29172 -10.50416
H 2.11903 -3.05342 -10.10802
H 0.49204 -2.96382 -9.37745
C -5.09364 5.95808 -2.48297
N -3.77456 6.61403 -2.71522
O -3.04985 6.75473 -1.75413
O -3.51837 6.95527 -3.85657
H -5.17612 5.70785 -1.43042
H -5.86444 6.66256 -2.78199
H -5.12482 5.06298 -3.09689
C -2.35247 -4.83042 -12.86095
N -3.45930 -5.74126 -12.45559
O -3.16857 -6.87924 -12.13832
O -4.58355 -5.28062 -12.47052
H -1.41693 -5.37172 -12.79966
H -2.55113 -4.50920 -13.87871
H -2.35615 -3.98524 -12.18111
C 4.52864 -7.94175 -9.57590
N 5.59721 -8.97156 -9.43060
O 6.35383 -8.87481 -8.47909
O 5.63971 -9.84086 -10.27360
H 4.61161 -7.23604 -8.75732
H 4.67837 -7.45041 -10.53250
H 3.57389 -8.45783 -9.54985
```

Output
Highest occupied orbital energy, eV: -3.60
Gap between HOMO and LUMO, eV: 4.3482
Charge: -1
2S+1: 1


The following is a quantum chemistry calculation of a cluster of 7 separate species, C13H17B3Cl24O3 in total, from the OMol25 dataset.

Structure (XYZ):
```
60
C13H17B3Cl24O3 wB97M-V/def2-TZVPD
C -2.52596 -0.73470 0.70692
C -2.93319 -1.33205 -0.65843
C -2.43266 -0.51713 -1.86005
C -0.89104 -0.43542 -1.98421
C -0.31536 -1.33240 -3.09562
C 1.16292 -1.00524 -3.38350
C 2.10009 -1.34096 -2.19142
B 2.74941 -0.09969 -1.50745
O 2.42870 1.20205 -1.87972
B 2.88131 2.20945 -1.03817
O 4.14274 2.10374 -0.47677
B 4.63925 0.79980 -0.53973
O 3.69446 -0.21625 -0.47494
H -3.32192 -0.09472 1.10401
H -2.32409 -1.52610 1.43685
H -1.61764 -0.12565 0.62528
H -4.03059 -1.35772 -0.68699
H -2.58680 -2.36714 -0.74092
H -2.86324 0.49281 -1.81462
H -2.82533 -0.96503 -2.78367
H -0.43531 -0.73345 -1.03359
H -0.60765 0.59783 -2.21771
H -0.90285 -1.21198 -4.01348
H -0.37891 -2.38888 -2.79679
H 1.23111 0.05643 -3.64283
H 1.47691 -1.61400 -4.23955
H 1.56237 -1.93664 -1.43944
H 2.92270 -1.98480 -2.53443
H 2.16105 3.09081 -0.71482
H 5.79012 0.59397 -0.74512
Cl 0.65426 -6.12077 -1.61434
C 0.32575 -5.73175 0.07556
Cl 1.30662 -6.76050 1.12252
Cl 0.72654 -4.03778 0.38223
Cl -1.38601 -6.00397 0.42235
Cl -0.74027 3.38917 -2.76040
C -0.31342 5.00458 -2.18564
Cl 0.93381 5.68775 -3.23664
Cl -1.73463 6.04821 -2.21100
Cl 0.32793 4.88148 -0.54212
Cl -3.17465 -1.53917 4.01800
C -3.80879 -3.18697 4.04783
Cl -5.31497 -3.25002 3.12936
Cl -2.60585 -4.24257 3.29884
Cl -4.10227 -3.69670 5.71041
Cl 6.77917 -0.32798 4.51105
C 6.36367 1.09703 3.55593
Cl 5.09811 0.67661 2.39527
Cl 5.77017 2.37147 4.62331
Cl 7.79066 1.66569 2.68700
Cl -5.18166 4.88822 0.07716
C -4.37511 3.36866 0.48023
Cl -4.86544 2.11859 -0.67028
Cl -2.62907 3.58703 0.39438
Cl -4.82834 2.87345 2.11448
Cl -0.29825 3.48549 3.51078
C 0.20833 1.88421 2.96803
Cl -1.10343 0.72703 3.20060
Cl 0.59647 1.94981 1.24241
Cl 1.63010 1.36677 3.87364
```

Output
Highest occupied orbital energy, eV: -10.73
Gap between HOMO and LUMO, eV: 10.8550
SMILES: CCCCCCCB1OBOBO1.ClC(Cl)(Cl)Cl.ClC(Cl)(Cl)Cl.ClC(Cl)(Cl)Cl.ClC(Cl)(Cl)Cl.ClC(Cl)(Cl)Cl.ClC(Cl)(Cl)Cl
Charge: 0
2S+1: 1


So what do the calculations give for calculated total energy? Going down the list: -127196.9248 -4341.2440 -10408.1805 -20126.1788 -134408.0628 -322471.9566 eV.